The following is a DFT calculation (ωB97M-V/def2-TZVPD) of 2 unconnected molecules or ions with the total composition C4H8BN2O2 at a distorted geometry.

Geometry as XYZ:
```
17
C4H8BN2O2, DFT ωB97M-V/def2-TZVPD
B -1.7662 -1.1550 0.1306
C 0.2351 1.4786 0.3364
C 0.9187 -1.3312 0.1455
C -0.2600 -0.6888 0.0556
C 3.1212 -0.5014 -0.2283
N 2.0521 -0.8106 0.4634
N -0.6713 2.3420 0.2354
O -2.8465 -0.2823 -0.1543
O -1.7723 -2.5274 0.1596
H 1.1391 1.8958 0.6881
H 1.0313 -2.5010 0.2434
H 4.1136 -0.3099 0.3501
H 3.1802 -0.7786 -1.3014
H -1.6441 2.0348 0.1370
H -0.4176 3.2146 0.5246
H -3.7125 -0.6952 -0.1020
H -2.5694 -3.0503 0.2835
```

Values from the calculation:
- relative energy (zero: lowest compared OMol25 entry of this formula, charge and spin) (kJ/mol) = 341.5
- charge = +1
- E_HOMO (eV) = -12.910
- lowest unoccupied orbital energy (eV) = -3.9
- calculated total energy (Ha) = -441.74180

Population analysis type natural (NBO), resulting atomic charges in e: number 1, B, carries 1.0558; number 2, C, carries 0.2434; number 3, C, carries -0.0107; number 4, C, carries -0.2403; number 5, C, carries -0.0092; number 6, N, carries -0.3912; number 7, N, carries -0.6401; number 8, O, carries -0.8997; number 9, O, carries -0.8859; number 10, H, carries 0.1815; number 11, H, carries 0.2910; number 12, H, carries 0.2230; number 13, H, carries 0.1919; number 14, H, carries 0.4489; number 15, H, carries 0.4121; number 16, H, carries 0.5099; number 17, H, carries 0.5195